No. 1
C14H28F6GeN2O5PtS2 | ωB97M-V/def2-TZVPD

Gap between HOMO and LUMO (spin up / spin down), eV: 7.514 / 4.691
Molar mass, g mol⁻¹: 750.20
Charge: +2
Largest force on an atom, eV/A: 6.0
E_HOMO (spin up / spin down), eV: -16.47 / -16.40
2S+1: 3
E, Eh: -4626.8355

Element x y z (Å)
Pt 9.240 8.981 8.055
Ge 7.929 8.631 9.984
S 7.143 7.834 6.338
S 10.082 7.386 5.682
F 11.319 5.139 4.486
F 9.732 4.519 5.879
F 7.216 5.122 6.111
F 5.887 5.725 7.784
F 9.248 5.358 3.834
F 5.278 6.036 5.738
O 10.097 8.040 4.360
O 11.325 7.468 6.493
O 7.242 8.134 4.974
O 10.093 10.797 8.360
O 6.394 8.614 7.274
N 8.751 7.384 6.961
N 11.412 12.482 7.673
C 6.330 6.060 6.556
C 10.075 5.408 4.925
C 8.973 8.418 11.683
C 10.160 11.129 5.936
C 10.117 7.422 14.511
C 6.318 9.658 10.507
C 8.811 8.305 14.236
C 8.157 7.929 12.920
C 12.089 13.205 6.638
C 11.122 13.152 8.967
C 6.123 12.748 12.886
C 10.593 11.460 7.379
C 6.562 11.407 12.431
C 6.398 11.160 10.935
H 6.093 9.120 11.438
H 9.827 7.757 11.636
H 7.128 8.301 12.931
H 6.222 12.926 13.959
H 12.881 13.802 7.078
H 9.026 11.081 6.021
H 9.382 9.417 11.869
H 9.106 9.438 14.259
H 5.599 9.429 9.749
H 8.103 8.186 15.060
H 7.557 11.176 12.676
H 10.617 10.141 5.724
H 5.057 12.961 12.713
H 7.238 7.204 10.047
H 5.935 10.677 12.969
H 10.508 11.955 5.323
H 11.916 13.931 9.144
H 10.320 7.470 15.592
H 10.192 13.650 8.914
H 12.516 12.612 5.799
H 8.151 6.827 12.792
H 5.464 11.622 10.672
H 9.928 6.364 14.262
H 6.594 13.618 12.400
H 7.103 11.583 10.261
H 11.023 12.367 9.700
H 10.941 7.802 13.857
H 11.353 13.936 6.248

---

No. 2
C9H9F9N3O9S3Zn | ωB97M-V/def2-TZVPD

Gap between HOMO and LUMO, eV: 2.472
Molar mass, g mol⁻¹: 635.76
Charge: -1
Largest force on an atom, eV/A: 6.6
Energy above the lowest of the compared OMol25 structures with the same formula, charge and spin, kcal/mol: 258.2
E_HOMO, eV: -6.63
2S+1: 1
E, Eh: -5062.2047

Element x y z (Å)
Zn -1.393 0.400 0.309
S 3.462 1.982 2.174
S 0.452 -4.631 1.534
S 1.735 -0.426 -3.897
F 3.368 0.332 -5.956
F 1.427 1.268 -5.986
F 3.714 3.573 -0.130
F 0.882 -7.177 1.111
F 2.820 1.949 -4.607
F 5.150 3.978 1.377
F -1.200 -6.564 0.960
F 3.185 4.755 1.740
F 0.210 -6.193 -0.563
O 0.391 -4.805 2.986
O 1.807 -4.282 1.110
O 3.557 2.192 3.586
O 4.423 1.017 1.644
O 1.149 -1.553 -4.655
O -0.496 -3.603 1.039
O 2.928 -0.804 -3.065
O 0.737 0.214 -3.037
O 2.088 1.588 1.796
N -4.157 -1.469 -1.758
N -2.600 0.460 4.374
N -1.435 4.747 -0.301
C 2.389 0.889 -5.186
C -2.574 -0.824 6.592
C -1.189 5.865 -0.571
C -4.035 -3.515 -3.418
C -1.085 7.227 -0.918
C -2.553 -0.052 5.391
C 3.872 3.705 1.209
C -4.153 -2.390 -2.530
C 0.034 -6.263 0.707
H -4.692 -3.558 -4.286
H -2.067 7.587 -1.223
H -3.473 -0.450 7.082
H -0.360 7.300 -1.729
H -2.978 -3.663 -3.639
H -0.647 7.817 -0.112
H -1.752 -0.445 7.199
H -4.465 -4.282 -2.773
H -2.474 -1.896 6.422

---

No. 3
C9H21N4O3P2S | ωB97M-V/def2-TZVPD

Gap between HOMO and LUMO, eV: 7.326
Molar mass, g mol⁻¹: 327.31
Charge: +1
Largest force on an atom, eV/A: 4.2
Energy above the lowest of the compared OMol25 structures with the same formula, charge and spin, kcal/mol: 67.5
E_HOMO, eV: -11.85
2S+1: 1
E, Eh: -1880.7886

Element x y z (Å)
S -1.942 -1.675 3.912
P 0.151 1.417 2.603
P -1.869 -3.210 2.707
O 2.984 1.454 0.409
O -0.982 -0.220 -0.907
O 4.388 1.157 -1.308
N -0.782 1.419 3.899
N -0.006 -2.197 0.792
N -1.354 -0.305 0.435
N 0.468 -0.257 2.097
C 4.286 1.064 -2.740
C 3.161 1.274 -0.766
C -2.279 -1.506 0.552
C 2.875 0.578 -3.002
C -2.947 1.358 -1.048
C 2.110 1.194 -1.841
C -1.530 0.956 -1.529
C -0.212 -0.846 1.188
C -1.364 -2.756 0.974
H -3.430 1.953 -1.837
H 1.178 -0.831 2.550
H -3.011 -1.171 1.305
H -0.932 -4.156 3.209
H 1.281 0.572 -1.524
H 2.838 -0.511 -2.930
H -1.623 -3.509 0.213
H -2.670 -1.577 -0.468
H 1.414 1.963 2.943
H -1.611 1.943 3.616
H -3.599 0.486 -0.879
H 1.764 2.205 -2.069
H -2.923 1.946 -0.123
H -0.880 1.840 -1.472
H 0.255 -2.346 -0.175
H -3.175 -3.766 2.596
H 2.498 0.862 -3.984
H 5.039 0.373 -3.113
H 4.473 2.052 -3.166
H -1.612 0.709 -2.600
H -0.428 2.064 1.478

---

No. 4
C15H48O11V | ωB97M-V/def2-TZVPD

Gap between HOMO and LUMO, eV: 4.969
Molar mass, g mol⁻¹: 455.48
Charge: +1
Largest force on an atom, eV/A: 4.7
Energy above the lowest of the compared OMol25 structures with the same formula, charge and spin, kcal/mol: 122.4
E_HOMO, eV: -11.50
2S+1: 1
E, Eh: -2371.5591

Element x y z (Å)
V -1.525 1.557 -1.249
O -2.593 0.723 -0.334
O 5.041 2.554 1.799
O -3.068 2.294 5.957
O 1.071 -5.095 1.864
O -3.921 3.323 -2.332
O -2.468 -0.191 -3.801
O 4.483 -3.206 -4.468
O -0.115 0.845 -1.045
O -0.349 3.394 -3.595
O -0.939 4.070 0.409
O -9.054 -0.083 -1.831
C 4.532 1.262 2.145
C 4.098 1.300 3.609
C 1.396 -2.982 1.021
C -1.035 3.259 5.203
C 6.379 -1.786 -4.655
C 4.111 -0.912 -4.066
C 2.278 -5.104 -0.168
C 2.033 -4.406 1.159
C -7.651 0.010 -1.517
C 4.841 -1.951 -4.887
C -6.933 -1.290 -1.969
C -7.497 0.413 -0.090
C 5.583 0.176 1.729
C -1.634 0.903 4.633
C -1.743 2.025 5.629
H 0.250 4.141 -3.602
H 3.638 2.282 3.720
H 4.520 -1.979 -5.928
H 3.534 -3.304 -4.573
H -1.190 1.830 6.547
H 0.018 3.120 4.960
H 2.134 -2.489 0.388
H -2.470 -1.114 -3.547
H 0.274 -5.063 1.330
H -5.843 -1.253 -1.955
H 3.119 -1.213 -3.730
H 2.966 -4.534 -0.793
H 4.574 -0.584 -3.135
H -7.263 -2.088 -1.304
H -8.157 1.239 0.177
H -0.618 0.893 4.239
H -7.788 -0.443 0.518
H -1.509 3.747 4.352
H -4.566 3.764 -1.779
H -7.210 -1.400 -3.018
H 1.288 -2.435 1.957
H 6.486 -1.949 -3.582
H 3.672 1.196 1.478
H 6.650 -0.790 -5.005
H -1.751 4.508 0.664
H 3.957 -0.046 -4.709
H 4.964 1.203 4.263
H 5.172 -0.808 1.951
H 2.629 -6.132 -0.078
H 5.832 0.253 0.670
H -0.250 4.568 0.848
H 6.475 0.315 2.340
H 7.022 -2.497 -5.173
H 0.418 -3.053 0.545
H -1.914 -0.063 5.054
H -2.243 1.082 3.747
H -7.239 0.818 -2.120
H 1.312 -5.099 -0.673
H 5.910 2.727 2.169
H -3.408 2.883 5.279
H 2.935 -4.334 1.768
H 3.412 0.493 3.867
H -4.357 3.225 -3.178
H -6.450 0.660 0.087
H -0.921 4.012 5.983
H -3.074 -0.144 -4.540
H -0.827 3.461 -4.421
H -9.436 -0.707 -1.210

---

No. 5
C15H24O12S | ωB97M-V/def2-TZVPD

Gap between HOMO and LUMO, eV: 10.707
Molar mass, g mol⁻¹: 428.41
Charge: 0
Largest force on an atom, eV/A: 6.2
Energy above the lowest of the compared OMol25 structures with the same formula, charge and spin, kcal/mol: 0.0
SMILES: CC[C@H]1OS(=O)(=O)O[C@H]1CCCOC(C)=O.O=C1OCCO1.O=C1OCCO1
E_HOMO, eV: -10.62
2S+1: 1
E, Eh: -1886.9038

Element x y z (Å)
S 3.113 1.692 -3.347
O -2.205 0.290 -0.182
O -1.324 3.163 2.187
O -1.316 -7.273 0.480
O -1.745 -2.000 -0.143
O 1.646 1.726 -2.490
O -0.355 3.460 4.187
O 4.238 2.223 -2.179
O 0.697 2.229 2.608
O -3.064 -6.598 -0.760
O -2.783 -8.798 -0.320
O 3.589 0.286 -3.589
O 3.149 2.483 -4.630
C 3.545 1.961 -0.932
C 3.034 -0.670 -0.606
C -2.300 3.767 3.028
C -2.159 -1.005 -0.761
C -0.848 0.641 0.216
C 3.896 0.606 -0.166
C -2.639 -1.163 -2.272
C -2.422 -7.664 -0.211
C 0.981 2.443 -0.030
C -0.522 2.071 -0.448
C -1.103 -5.897 0.187
C -2.466 -5.425 -0.220
C -1.475 4.335 4.143
C 2.035 2.357 -1.223
C -0.241 2.889 2.959
H -3.062 -5.084 0.631
H -3.777 -1.139 -2.325
H -2.267 -0.312 -2.944
H -0.688 1.964 -1.568
H -1.275 2.857 -0.097
H -2.857 4.534 2.489
H 1.313 1.856 0.914
H -2.996 2.997 3.372
H -0.721 -5.368 1.060
H -2.427 -4.630 -0.965
H 2.141 3.457 -1.555
H -0.373 -5.817 -0.624
H 3.870 2.757 -0.176
H -2.219 -2.134 -2.692
H 2.685 -1.269 0.306
H 3.885 0.758 0.960
H 4.987 0.363 -0.435
H 0.954 3.540 0.314
H 3.693 -1.394 -1.202
H -0.749 0.798 1.346
H 2.114 -0.435 -1.226
H -0.059 -0.113 -0.096
H -2.005 4.337 5.096
H -1.123 5.349 3.930

---

Question: Among the records above, which one has the highest charge?
Answer: C14H28F6GeN2O5PtS2

---

Question: Number 3 is which compound?
Answer: C9H21N4O3P2S

---

Question: What is the E in the third record?
Answer: -1880.7886 Eh